Entry 1:
68
Properties=species:S:1:pos:R:3 method="wB97M-V/def2-TZVPD" homo_ev=-5.54 homo_lumo_gap_ha=0.2947 total_energy_ha=-3603.2493 charge=-1 e_above_lowest_ev=0.0683
Zn 0.52 0.38 -0.05
N 0.57 -0.13 3.45
C 0.55 1.17 2.98
O -0.46 1.84 3.04
C 1.84 1.65 2.37
C 2.12 0.82 1.09
H -0.35 -0.55 3.48
H 1.28 -0.72 3.03
H 2.65 1.54 3.10
H 1.71 2.71 2.16
H 2.53 -0.15 1.40
H 2.94 1.30 0.54
O -2.52 -1.39 1.96
C -1.73 -0.74 1.28
O -0.56 -1.07 0.91
C -2.19 0.65 0.83
C -3.48 1.13 1.18
C -3.84 2.38 0.78
C -2.94 3.17 0.02
C -3.24 4.47 -0.44
C -2.33 5.17 -1.19
C -1.08 4.59 -1.51
C -0.76 3.34 -1.08
C -1.69 2.61 -0.29
N -1.34 1.36 0.14
H -4.11 0.48 1.76
H -4.81 2.79 1.04
H -4.20 4.90 -0.19
H -2.57 6.16 -1.54
H -0.38 5.14 -2.12
H 0.18 2.86 -1.34
C 2.25 -2.76 -4.34
C 1.71 -2.13 -3.06
C 2.80 -2.14 -1.99
C 0.51 -2.94 -2.57
Si 1.14 -0.33 -3.30
O 0.51 0.27 -1.97
C 2.65 0.69 -3.83
C 3.12 1.63 -2.91
C 4.24 2.41 -3.17
C 4.91 2.27 -4.37
C 4.46 1.35 -5.30
C 3.35 0.57 -5.03
C -0.18 -0.28 -4.65
C -1.49 -0.03 -4.22
C -2.55 0.00 -5.12
C -2.33 -0.22 -6.47
C -1.04 -0.46 -6.92
C 0.02 -0.49 -6.01
H 2.53 -3.80 -4.15
H 3.15 -2.24 -4.70
H 1.51 -2.76 -5.14
H 3.10 -3.18 -1.78
H 2.45 -1.71 -1.05
H 3.69 -1.59 -2.30
H 0.81 -3.97 -2.36
H -0.29 -2.97 -3.31
H 0.09 -2.52 -1.65
H 2.60 1.73 -1.96
H 4.58 3.13 -2.43
H 5.78 2.88 -4.59
H 4.99 1.23 -6.25
H 3.03 -0.15 -5.77
H -1.66 0.15 -3.17
H -3.55 0.20 -4.76
H -3.15 -0.19 -7.17
H -0.85 -0.63 -7.97
H 1.01 -0.69 -6.39

---

Entry 2:
10
Properties=species:S:1:pos:R:3 method="wB97M-V/def2-TZVPD" homo_ev="-3.85 / -3.34" homo_lumo_gap_ha="0.2828 / 0.2477" total_energy_ha=-773.3010 charge=-1 e_above_lowest_ev=2.4713
C -1.01 -0.81 0.71
N -0.23 0.58 0.82
N -0.17 1.40 -0.17
O -1.40 -1.06 1.85
O -0.94 -1.24 -0.46
O 1.76 -0.70 -0.96
S 1.80 0.84 -1.71
H 0.21 0.90 1.67
H -0.93 1.21 -0.73
H 0.92 -1.11 -1.01

---

Entry 3:
162
Properties=species:S:1:pos:R:3 method="wB97M-V/def2-TZVPD" homo_ev=-8.66 homo_lumo_gap_ha=0.3294 total_energy_ha=-3115.3597 charge=0 e_above_lowest_ev=4.2037 smiles=COC[C@H](C)N.COC[C@H](C)N.COC[C@H](C)N.COC[C@H](C)N.COC[C@H](C)N.COC[C@H](C)N.OCCO.OCCO.OCCO.OCCO.OCCO.OCCO
C -0.21 5.49 -5.74
C -1.25 5.94 -4.68
C -2.65 5.68 -5.21
O -3.07 6.53 -6.30
C -2.77 7.90 -6.29
N -0.97 5.10 -3.47
H -0.34 4.43 -5.96
H 0.76 5.80 -5.35
H -0.37 6.07 -6.65
H -1.07 7.01 -4.53
H -3.46 5.74 -4.49
H -2.74 4.66 -5.57
H -3.14 8.33 -5.36
H -3.33 8.31 -7.13
H -1.72 8.14 -6.40
H 0.01 4.84 -3.41
H -1.00 5.69 -2.65
C 1.47 4.18 0.37
C 0.00 4.47 0.04
C -0.80 3.93 1.27
O -2.15 4.38 1.19
C -2.95 3.76 0.19
N -0.16 5.90 -0.06
H 1.69 4.52 1.38
H 2.18 4.56 -0.37
H 1.57 3.09 0.35
H -0.35 3.92 -0.84
H -0.41 4.24 2.24
H -0.74 2.84 1.36
H -3.09 2.70 0.39
H -2.69 3.86 -0.86
H -3.93 4.24 0.27
H 0.24 6.32 0.77
H -1.14 6.05 0.09
C 1.29 0.29 1.46
C 0.14 0.05 0.44
C 0.74 0.03 -0.97
O 0.95 1.34 -1.42
C 1.82 1.58 -2.49
N -0.61 -1.13 0.79
H 1.95 1.12 1.22
H 2.03 -0.51 1.48
H 1.02 0.55 2.49
H -0.64 0.82 0.38
H 0.04 -0.42 -1.68
H 1.64 -0.58 -0.88
H 2.84 1.21 -2.45
H 1.78 2.63 -2.77
H 1.37 1.18 -3.40
H -1.01 -0.91 1.69
H -1.31 -1.24 0.07
C 0.71 -4.81 4.55
C 0.34 -4.22 3.12
C -1.00 -4.54 2.44
O -1.32 -5.96 2.23
C -0.48 -6.65 1.32
N 0.45 -2.77 3.16
H 0.07 -4.34 5.30
H 1.78 -4.66 4.68
H 0.56 -5.89 4.55
H 1.08 -4.55 2.40
H -1.16 -3.97 1.53
H -1.81 -4.15 3.06
H -0.91 -7.63 1.12
H 0.52 -6.67 1.75
H -0.53 -6.21 0.33
H 0.41 -2.17 2.35
H -0.40 -2.38 3.56
C 3.11 -0.39 4.26
C 3.62 -1.81 4.57
C 2.88 -2.38 5.86
O 3.27 -1.55 6.93
C 2.87 -2.12 8.17
N 3.35 -2.66 3.35
H 3.46 0.16 3.38
H 3.44 0.26 5.07
H 2.02 -0.35 4.22
H 4.71 -1.80 4.69
H 3.18 -3.40 6.06
H 1.79 -2.35 5.82
H 3.33 -3.10 8.28
H 1.79 -2.27 8.11
H 3.19 -1.48 9.00
H 3.44 -3.58 3.76
H 2.37 -2.64 3.11
C 1.02 -3.35 -5.14
C 1.28 -1.89 -5.54
C 0.17 -0.86 -5.22
O -1.05 -1.26 -5.89
C -1.69 -0.19 -6.53
N 2.56 -1.58 -4.87
H 0.95 -3.57 -4.07
H 1.85 -3.99 -5.42
H 0.09 -3.70 -5.58
H 1.43 -1.90 -6.62
H 0.55 0.11 -5.56
H -0.01 -0.72 -4.16
H -1.12 0.21 -7.37
H -2.04 0.64 -5.93
H -2.59 -0.61 -6.98
H 3.23 -2.30 -5.09
H 2.38 -1.57 -3.88
C -1.24 -3.97 -1.66
C -2.21 -2.89 -2.25
O -2.65 -2.06 -1.25
O -0.17 -3.28 -1.23
H -0.90 -4.74 -2.35
H -1.74 -4.54 -0.87
H -3.03 -3.42 -2.73
H -1.76 -2.26 -3.02
H -3.21 -2.64 -0.72
H -0.51 -2.47 -0.83
C -2.51 -1.24 6.77
C -1.53 -1.10 5.57
O -1.95 -1.63 4.36
O -3.55 -0.28 6.72
H -1.92 -1.27 7.69
H -2.94 -2.24 6.74
H -0.57 -1.57 5.80
H -1.38 -0.03 5.42
H -2.56 -0.93 4.11
H -4.03 -0.26 7.55
C 5.86 2.20 -0.52
C 4.89 1.24 0.15
O 5.42 -0.07 0.34
O 5.89 1.95 -1.93
H 6.83 2.02 -0.06
H 5.47 3.19 -0.29
H 4.03 1.05 -0.49
H 4.59 1.73 1.08
H 4.76 -0.68 0.68
H 6.31 1.10 -2.08
C -2.69 0.63 -2.85
C -3.38 1.77 -3.67
O -4.35 1.29 -4.58
O -3.69 0.26 -1.88
H -1.82 1.04 -2.33
H -2.49 -0.20 -3.52
H -2.54 2.31 -4.10
H -3.86 2.55 -3.06
H -4.66 2.06 -5.06
H -3.37 -0.59 -1.57
C -4.32 0.08 2.68
C -5.38 0.22 3.73
O -5.21 -0.78 4.70
O -3.08 0.54 3.22
H -4.62 0.77 1.89
H -4.18 -0.91 2.25
H -6.40 0.24 3.34
H -5.35 1.17 4.27
H -4.47 -0.56 5.27
H -3.12 1.50 3.15
C 2.99 -3.18 0.34
C 3.15 -3.35 -1.21
O 3.26 -2.15 -1.89
O 4.06 -2.30 0.81
H 2.98 -4.13 0.87
H 2.10 -2.60 0.56
H 2.23 -3.82 -1.56
H 3.93 -4.04 -1.51
H 4.02 -1.74 -1.45
H 3.93 -2.05 1.73